{"formula": "C25H30N5O3PtS3", "method": "ωB97M-V/def2-TZVPD", "e_tot_ev": -75727.89665, "de_lowest_ev": 2.375, "charge": 3, "multiplicity": 1, "homo_lumo_gap_ha": 0.2183, "elements": ["Pt", "N", "C", "N", "C", "C", "O", "C", "C", "H", "H", "H", "H", "H", "H", "H", "H", "N", "C", "C", "N", "C", "H", "H", "H", "H", "O", "C", "C", "C", "C", "C", "S", "C", "C", "C", "C", "S", "C", "C", "C", "C", "S", "H", "H", "H", "H", "H", "H", "H", "H", "H", "C", "N", "C", "C", "C", "O", "H", "H", "H", "H", "H", "H", "H", "H", "H"], "xyz": [[0.31156, 0.98493, 0.09899], [2.21320, 1.29428, 0.54510], [3.33816, 1.42996, 0.78758], [4.58798, 1.56348, 1.06780], [5.06853, 1.75746, 2.45870], [5.76835, 3.10437, 2.54214], [6.78790, 3.18790, 1.57153], [6.27562, 3.12549, 0.25950], [5.61148, 1.78044, 0.01463], [5.77039, 0.95130, 2.67441], [4.22393, 1.69385, 3.14235], [6.23985, 3.21776, 3.51631], [5.04265, 3.91708, 2.40488], [7.11479, 3.25413, -0.42131], [5.55694, 3.93899, 0.09161], [6.34185, 0.97549, 0.10197], [5.13605, 1.72986, -0.96330], [0.38559, 4.42551, -2.10508], [0.89189, 3.60107, -3.07836], [0.93126, 2.35930, -2.53492], [0.44842, 2.43739, -1.24357], [0.13362, 3.70187, -1.01072], [0.23274, 5.41916, -2.19272], [1.17959, 3.96111, -4.05005], [1.29065, 1.43994, -2.95688], [-0.25884, 4.09968, -0.09128], [-1.64813, 0.68599, -0.30246], [-2.30373, -0.47908, -0.53976], [-3.80394, -0.31454, 0.02627], [-4.06507, 0.89227, 0.84444], [-5.25122, 1.49710, 0.63575], [-5.97724, 0.85625, -0.40550], [-5.22687, -0.42916, -1.11273], [-2.31676, -0.92893, -1.97873], [-3.01536, -1.95269, -2.56519], [-2.73724, -2.08960, -3.94922], [-1.83626, -1.16273, -4.37912], [-1.33623, -0.12213, -3.12360], [-1.92131, -1.65466, 0.45835], [-0.52006, -2.99825, 1.43985], [-1.13611, -3.92559, 2.44172], [-1.88089, -3.55632, 3.47467], [-3.60819, -1.81780, 1.07407], [-3.32303, 1.22971, 1.55200], [-5.62328, 2.36356, 1.16189], [-6.95649, 1.16341, -0.75848], [-3.71466, -2.59626, -2.04468], [-3.19055, -2.82939, -4.59225], [-1.45615, -1.02438, -5.37939], [0.53813, -3.21784, 1.29668], [-0.89402, -4.97342, 2.30210], [-2.25492, -4.29492, 4.17119], [-2.04376, -4.20085, -0.26085], [-1.22509, -3.00209, 0.04926], [-0.17890, -2.81130, -1.00910], [-0.85590, -1.52996, 1.53548], [-0.74422, -0.58946, 2.64199], [0.20124, -0.56070, 1.51265], [-2.53239, -4.05655, -1.21843], [-2.77443, -4.37334, 0.52296], [-1.36623, -5.05103, -0.32525], [-0.64674, -2.81026, -1.98794], [0.52003, -3.64147, -0.92622], [0.34068, -1.86853, -0.84102], [-2.13823, -2.52550, 3.68311], [-1.42246, 0.25382, 2.67016], [-0.29818, -0.90518, 3.57605]], "lowdin_charge": [1.181, 0.019, -0.179, -0.057, -0.070, -0.174, -0.099, -0.175, -0.070, 0.142, 0.135, 0.144, 0.135, 0.143, 0.134, 0.142, 0.134, 0.107, -0.031, -0.133, -0.161, -0.128, 0.182, 0.139, 0.102, 0.146, -0.325, -0.553, -0.713, -0.046, -0.058, -0.250, 1.206, -0.526, -0.195, -0.130, -0.341, 1.111, -0.392, -0.115, -0.098, 0.087, 1.129, 0.134, 0.141, 0.118, 0.102, 0.126, 0.091, 0.177, 0.130, 0.097, 0.022, -0.182, 0.050, -0.363, 0.049, -0.173, 0.093, 0.091, 0.131, 0.096, 0.129, 0.102, 0.065, 0.129, 0.150]}